C20H44BBrIN3O6P3 | wB97M-V/def2-TZVPD

Last columns: bonded neighbours and bond lengths (Å).
Cartesian coordinates (Å):
1 C 7.573 -1.490 0.217  C2 1.551, H31 1.086, H32 1.083, H33 1.088
2 C 6.032 -1.528 0.383  C1 1.551, C3 1.525, H34 1.080, H35 1.086
3 C 5.393 -0.992 -0.893  C2 1.525, C4 1.539, H36 1.090, H37 1.088
4 C 3.859 -1.095 -0.958  C3 1.539, N5 1.483, H38 1.085, H39 1.087
5 N 3.256 0.253 -0.824  C4 1.483, C6 1.453, H40 1.015
6 C 2.016 0.318 -0.071  N5 1.453, P7 1.908, O10 1.409, C23 1.590
7 P 2.312 0.181 1.809  C6 1.908, O8 1.682, Br9 2.253
8 O 3.322 -1.138 2.066  P7 1.682, H41 0.970
9 Br 0.431 -0.475 2.862  P7 2.253
10 O 1.736 1.698 -0.120  C6 1.409, B11 1.487
11 B 0.298 2.057 -0.240  O10 1.487, C12 1.649, C18 1.646, O22 1.511
12 C -0.037 2.979 -1.566  B11 1.649, C13 1.507, H42 1.089, H43 1.094
13 C -1.475 3.361 -1.802  C12 1.507, O14 1.193, N15 1.430
14 O -1.744 4.497 -2.050  C13 1.193
15 N -2.518 2.384 -1.737  C13 1.430, C16 1.464, C17 1.471
16 C -2.729 1.740 -3.035  N15 1.464, H44 1.085, H45 1.097, H46 1.087
17 C -3.786 3.035 -1.375  N15 1.471, H47 1.086, H48 1.094, H49 1.081
18 C -0.168 2.717 1.194  B11 1.646, I19 2.195, C20 1.531, H50 1.085
19 I -2.185 2.108 1.811  C18 2.195
20 C -0.157 4.247 1.238  C18 1.531, C21 1.542, H51 1.088, H52 1.085
21 C 1.255 4.806 1.503  C20 1.542, H53 1.085, H54 1.085, H55 1.086
22 O -0.287 0.700 -0.554  B11 1.511, C23 1.380
23 C 0.709 -0.225 -0.796  C6 1.590, O22 1.380, P24 1.875, P26 1.864
24 P 1.055 -0.210 -2.639  C23 1.875, O25 1.493, H56 1.410, H57 1.416
25 O 1.500 -1.521 -3.198  P24 1.493
26 P -0.033 -1.890 -0.410  C23 1.864, C27 1.841, C29 1.846
27 C 1.177 -3.151 0.169  P26 1.841, C28 1.548, H58 1.089, H59 1.078
28 C 0.386 -4.399 0.631  C27 1.548, H60 1.087, H61 1.083, H62 1.087
29 C -1.091 -2.523 -1.785  P26 1.846, C30 1.553, H63 1.084, H64 1.082
30 C -0.613 -3.837 -2.461  C29 1.553, H65 1.082, H66 1.083, H67 1.089
31 H 8.080 -1.189 1.129  C1 1.086
32 H 7.949 -2.447 -0.125  C1 1.083
33 H 7.824 -0.745 -0.535  C1 1.088
34 H 5.752 -0.955 1.254  C2 1.080
35 H 5.757 -2.572 0.505  C2 1.086
36 H 5.815 -1.568 -1.717  C3 1.090
37 H 5.714 0.031 -1.080  C3 1.088
38 H 3.452 -1.835 -0.277  C4 1.085
39 H 3.625 -1.444 -1.961  C4 1.087
40 H 3.893 0.910 -0.385  N5 1.015
41 H 2.831 -1.807 2.570  O8 0.970
42 H 0.487 3.927 -1.457  C12 1.089
43 H 0.330 2.539 -2.498  C12 1.094
44 H -3.678 1.217 -2.977  C16 1.085
45 H -2.834 2.471 -3.847  C16 1.097
46 H -1.955 1.003 -3.234  C16 1.087
47 H -4.500 2.292 -1.033  C17 1.086
48 H -4.170 3.638 -2.203  C17 1.094
49 H -3.627 3.712 -0.548  C17 1.081
50 H 0.459 2.384 2.015  C18 1.085
51 H -0.751 4.548 2.099  C20 1.088
52 H -0.636 4.719 0.387  C20 1.085
53 H 1.411 4.764 2.576  C21 1.085
54 H 2.026 4.271 0.959  C21 1.085
55 H 1.236 5.859 1.238  C21 1.086
56 H 1.969 0.808 -2.980  P24 1.410
57 H -0.175 0.160 -3.234  P24 1.416
58 H 1.929 -3.456 -0.557  C27 1.089
59 H 1.618 -2.744 1.064  C27 1.078
60 H 0.934 -5.303 0.377  C28 1.087
61 H 0.214 -4.366 1.700  C28 1.083
62 H -0.595 -4.468 0.167  C28 1.087
63 H -1.217 -1.801 -2.584  C29 1.084
64 H -2.093 -2.702 -1.416  C29 1.082
65 H -0.740 -3.815 -3.535  C30 1.082
66 H 0.412 -4.094 -2.221  C30 1.083
67 H -1.226 -4.663 -2.102  C30 1.089
68 C -7.425 -0.571 3.086  C69 1.513, H73 1.086, H74 1.091, H75 1.091
69 C -6.158 0.255 3.050  C68 1.513, O70 1.220, N71 1.358
70 O -6.186 1.473 3.003  C69 1.220
71 N -4.978 -0.418 3.073  C69 1.358, C72 1.449, H76 1.010
72 C -4.769 -1.851 3.129  N71 1.449, H77 1.092, H78 1.092, H79 1.085
73 H -8.281 0.097 3.062  C68 1.086
74 H -7.473 -1.232 2.219  C68 1.091
75 H -7.468 -1.163 4.001  C68 1.091
76 H -4.161 0.175 3.045  N71 1.010
77 H -4.196 -2.100 4.024  C72 1.092
78 H -4.203 -2.168 2.251  C72 1.092
79 H -5.712 -2.388 3.154  C72 1.085

Computed properties:
Total charge: -1
Orbital gap (eV): 7.1

C3H10N2O2 | wB97M-V/def2-TZVPD

Last columns: bonded neighbours and bond lengths (Å).
Cartesian coordinates (Å):
1 O -2.309 -1.321 -0.357  N2 1.295
2 N -2.045 -0.243 -1.024  O1 1.295, N3 1.303, H5 1.030
3 N -1.972 0.804 -0.251  N2 1.303, O4 1.339
4 O -2.778 0.831 0.817  N3 1.339, H6 0.987
5 H -2.345 -0.078 -1.995  N2 1.030
6 H -3.324 0.009 0.826  O4 0.987
7 C 1.218 0.078 1.457  C8 1.526, H10 1.092, H11 1.092, H12 1.092
8 C 1.315 -0.616 0.102  C7 1.526, C9 1.526, H13 1.092, H14 1.093
9 C 1.488 0.380 -1.041  C8 1.526, H15 1.091, H16 1.091, H17 1.091
10 H 2.128 0.644 1.668  C7 1.092
11 H 1.072 -0.648 2.259  C7 1.092
12 H 0.375 0.773 1.473  C7 1.092
13 H 0.418 -1.218 -0.062  C8 1.092
14 H 2.159 -1.311 0.108  C8 1.093
15 H 2.421 0.933 -0.928  C9 1.091
16 H 0.674 1.107 -1.047  C9 1.091
17 H 1.504 -0.126 -2.007  C9 1.091

Computed properties:
SMILES: [O-]/[NH+]=N\O.CCC
Energy above the lowest of the compared OMol25 structures with the same formula, charge and spin (kcal/mol): 146.7
Orbital gap (alpha / beta) (eV): 9.4 / 8.8

C4H7N3 | wB97M-V/def2-TZVPD

Last columns: bonded neighbours and bond lengths (Å).
Cartesian coordinates (Å):
1 C -0.530 1.662 -0.124  C2 1.476, H8 1.181, H9 1.022, H10 1.054
2 C 0.558 0.665 -0.135  C1 1.476, N3 1.331, N6 1.352
3 N 1.871 0.832 -0.275  C2 1.331, N4 1.321
4 N 2.483 -0.338 -0.245  N3 1.321, C5 1.314
5 C 1.535 -1.231 -0.069  N4 1.314, N6 1.356, H11 1.137
6 N 0.315 -0.653 0.047  C2 1.352, C5 1.356, C7 1.477
7 C -1.072 -1.072 0.337  N6 1.477, H12 1.122, H13 1.065, H14 1.185
8 H -0.326 2.486 -0.947  C1 1.181
9 H -1.429 1.343 -0.491  C1 1.022
10 H -0.620 2.216 0.768  C1 1.054
11 H 1.548 -2.360 -0.202  C5 1.137
12 H -1.526 -0.258 0.960  C7 1.122
13 H -1.707 -1.171 -0.511  C7 1.065
14 H -1.101 -2.121 0.887  C7 1.185

Computed properties:
SMILES: Cc1nncn1C
Energy above the lowest of the compared OMol25 structures with the same formula, charge and spin (kcal/mol): 28.9
Orbital gap (eV): 9.8

C16H24BrN2O3 | wB97M-V/def2-TZVPD

Last columns: bonded neighbours and bond lengths (Å).
Cartesian coordinates (Å):
1 C -6.374 -0.873 0.881  C2 1.521, H23 1.086, H24 1.087, H25 1.086
2 C -4.976 -0.578 1.403  C1 1.521, N3 1.479, H26 1.092, H27 1.092
3 N -3.982 -0.242 0.362  C2 1.479, C4 1.488, C7 1.498, H28 1.099
4 C -4.329 0.927 -0.489  N3 1.488, C5 1.523, H29 1.092, H30 1.087
5 C -4.605 0.350 -1.872  C4 1.523, C6 1.525, H31 1.090, H32 1.087
6 C -3.583 -0.779 -1.950  C5 1.525, C7 1.530, H33 1.091, H34 1.087
7 C -3.614 -1.378 -0.543  N3 1.498, C6 1.530, C8 1.535, H35 1.093
8 C -2.293 -2.021 -0.099  C7 1.535, N9 1.453, H36 1.097, H37 1.090
9 N -1.126 -1.188 -0.335  C8 1.453, C10 1.346, H38 1.009
10 C -0.831 -0.115 0.421  N9 1.346, O11 1.237, C12 1.475
11 O -1.655 0.361 1.211  C10 1.237
12 C 0.496 0.500 0.223  C10 1.475, C13 1.409, C20 1.411
13 C 0.564 1.906 0.165  C12 1.409, O14 1.347, C16 1.391
14 O -0.612 2.563 0.144  C13 1.347, C15 1.415
15 C -0.602 3.978 0.150  O14 1.415, H39 1.092, H40 1.093, H41 1.088
16 C 1.812 2.517 0.086  C13 1.391, C17 1.378, H42 1.076
17 C 2.950 1.741 0.022  C16 1.378, C18 1.387, H43 1.079
18 C 2.889 0.356 0.032  C17 1.387, Br19 1.912, C20 1.396
19 Br 4.543 -0.567 -0.234  C18 1.912
20 C 1.659 -0.295 0.153  C12 1.411, C18 1.396, O21 1.358
21 O 1.454 -1.636 0.187  C20 1.358, C22 1.425
22 C 2.334 -2.501 0.899  O21 1.425, H44 1.091, H45 1.089, H46 1.090
23 H -7.013 -1.117 1.725  C1 1.086
24 H -6.389 -1.721 0.202  C1 1.087
25 H -6.808 -0.015 0.376  C1 1.086
26 H -5.015 0.266 2.095  C2 1.092
27 H -4.598 -1.443 1.952  C2 1.092
28 H -3.046 0.017 0.877  N3 1.099
29 H -3.463 1.593 -0.521  C4 1.092
30 H -5.172 1.472 -0.070  C4 1.087
31 H -5.618 -0.046 -1.936  C5 1.090
32 H -4.473 1.089 -2.657  C5 1.087
33 H -2.593 -0.373 -2.163  C6 1.091
34 H -3.827 -1.517 -2.710  C6 1.087
35 H -4.397 -2.137 -0.477  C7 1.093
36 H -2.358 -2.266 0.969  C8 1.097
37 H -2.156 -2.950 -0.653  C8 1.090
38 H -0.378 -1.585 -0.883  N9 1.009
39 H -0.088 4.369 1.030  C15 1.092
40 H -0.140 4.376 -0.758  C15 1.093
41 H -1.648 4.277 0.184  C15 1.088
42 H 1.908 3.589 0.060  C16 1.076
43 H 3.914 2.218 -0.062  C17 1.079
44 H 1.699 -3.286 1.311  C22 1.091
45 H 2.838 -1.983 1.715  C22 1.089
46 H 3.071 -2.950 0.232  C22 1.090

Computed properties:
SMILES: CC[N@@H+]1CCC[C@H]1CNC(=O)c1c(OC)ccc(Br)c1OC
Energy above the lowest of the compared OMol25 structures with the same formula, charge and spin (kcal/mol): 0.0
Total charge: +1
Orbital gap (eV): 8.9